(1)
Formula: C4H5NO
Source: the Open Molecules 2025 dataset
Level of theory: ωB97M-V/def2-TZVPD

* E_LUMO: -0.00299 hartree
* SMILES: C[C@@]1(O)C2=N[C@@H]21
* ΔE to the lowest compared entry with this formula, charge and spin: 490.72 kJ/mol

Atoms and positions in Å:
1 O 0.29720 -1.75849 0.13947
2 N 2.14543 0.37694 0.18353
3 C 0.04665 -0.12771 -0.08376
4 C 0.91320 0.66107 0.77198
5 C 1.35353 0.25474 -0.82697
6 C -1.36364 0.14015 -0.44667
7 H 1.05613 -1.82664 0.72665
8 H -2.02637 -0.29014 0.29860
9 H -1.52106 1.21797 -0.49426
10 H 0.68745 1.65085 1.14639
11 H -1.58852 -0.29874 -1.41496

Forces on atoms 1 to 6 (eV/Å):
-1.4 3.5 -0.9
0.9 0.0 0.2
1.1 -3.8 2.1
-1.0 -0.3 -0.1
0.3 0.2 -1.3
0.2 -0.1 -0.1

Charge distribution, Mulliken scheme, values in e:
1 O -0.55
2 N -0.26
3 C 1.27
4 C -0.42
5 C -0.30
6 C -1.28
7 H 0.34
8 H 0.33
9 H 0.34
10 H 0.22
11 H 0.31

=====

(2)
Formula: C26H28MoN6O9S
Source: the Open Molecules 2025 dataset
Level of theory: ωB97M-V/def2-TZVPD

* E_LUMO: 0.00028 hartree
* ΔE to the lowest compared entry with this formula, charge and spin: 71.75 kJ/mol

Atoms and positions in Å:
1 Mo 0.55961 0.21924 1.13448
2 S 1.73898 1.10551 -1.38110
3 O 2.38856 -3.51032 1.31166
4 O 1.39719 -5.35483 2.94103
5 O 2.03377 -1.34644 0.90209
6 O 1.61799 2.28253 1.26093
7 O -0.42323 3.37007 0.03797
8 O -1.98301 0.90325 3.51719
9 O -2.88220 2.05974 -2.33995
10 O -0.49903 -0.54393 0.14911
11 O -0.22668 -5.41849 4.45050
12 N -0.67112 1.61891 -2.30234
13 N 0.18212 -0.49261 -2.79360
14 N 1.99417 0.73125 3.19280
15 N -0.96081 -1.45099 3.50772
16 N -0.99425 1.81267 1.63279
17 N -0.03222 -1.28757 2.57224
18 C -2.45920 -0.13433 -6.77033
19 C 1.76739 -2.45837 1.47252
20 C 0.60300 -2.44584 2.42493
21 C -1.29103 0.55635 -6.47823
22 C 0.63226 -2.83487 -3.34870
23 C -2.37674 3.75436 1.40699
24 C -1.93610 1.54199 -2.88720
25 C 0.07118 -3.38464 3.32938
26 C 0.40240 -4.81039 3.61885
27 C -3.24679 0.23032 -4.53189
28 C -2.85796 2.95171 2.60542
29 C 2.59887 1.91215 3.33636
30 C -3.43404 -0.30354 -5.79652
31 C 2.42841 2.89874 2.22129
32 C 0.40490 -2.69254 -4.84916
33 C -1.16658 2.97333 0.92994
34 C 2.19801 -0.17616 4.16455
35 C 0.34188 0.69334 -2.23763
36 C -2.06876 0.90629 -4.23268
37 C 1.16271 -1.57635 -2.68470
38 C -1.08668 1.06477 -5.20607
39 C 3.56030 1.30618 5.43086
40 C -1.90411 1.76928 2.65357
41 C 2.96481 0.06423 5.28447
42 C 3.37635 2.24226 4.43881
43 C -0.92391 -2.69127 3.99919
44 H 1.96124 3.81332 2.60220
45 H 1.72918 -1.13697 4.03622
46 H 1.31630 -2.35741 -5.34884
47 H 1.35352 -3.62901 -3.15179
48 H -3.87057 2.56144 2.50723
49 H 3.40736 3.16276 1.80899
50 H -2.81617 3.48924 3.55185
51 H 1.32572 2.83403 0.51461
52 H -4.00665 0.14144 -3.76692
53 H 3.08826 -0.71445 6.02318
54 H 1.37635 -1.74655 -1.63071
55 H 0.10891 -3.64303 -5.29283
56 H -3.09763 3.82086 0.59278
57 H -0.72986 -0.74026 -3.14805
58 H -1.59265 -3.03254 4.77029
59 H 4.16286 1.53437 6.30001
60 H -0.29249 -3.14104 -2.84831
61 H -0.17710 1.60285 -4.97019
62 H -4.34463 -0.83975 -6.02716
63 H -1.48237 -0.59401 3.75171
64 H -2.06130 4.77073 1.63972
65 H 2.09289 -1.24996 -3.15260
66 H 3.83133 3.22253 4.49619
67 H -2.61059 -0.54070 -7.76173
68 H -0.53681 0.69467 -7.24123
69 H 1.82919 -4.70344 2.31357
70 H -0.37796 -1.96805 -5.07961
71 H -0.58674 2.33394 -1.57610

Forces on atoms 1 to 6 (eV/Å):
-0.2 0.2 0.6
0.0 0.0 -0.1
0.0 0.0 0.1
0.1 0.1 -0.1
0.0 0.3 0.1
0.6 -0.4 0.0

Charge distribution, Mulliken scheme, values in e:
1 Mo 0.96
2 S -0.49
3 O -0.89
4 O -0.56
5 O -0.66
6 O -0.08
7 O -0.84
8 O -0.84
9 O -0.59
10 O -0.59
11 O -0.62
12 N 0.16
13 N 0.18
14 N 0.59
15 N -0.53
16 N 0.80
17 N 0.92
18 C -0.38
19 C 1.20
20 C -0.69
21 C -0.73
22 C -0.76
23 C -0.49
24 C 0.35
25 C 0.53
26 C 0.37
27 C -0.36
28 C -0.54
29 C 0.49
30 C -0.66
31 C -0.84
32 C -0.85
33 C 0.17
34 C -0.03
35 C 0.37
36 C -0.16
37 C -0.32
38 C 0.22
39 C -0.25
40 C -0.12
41 C -1.09
42 C -0.93
43 C -0.56
44 H 0.39
45 H 0.16
46 H 0.27
47 H 0.43
48 H 0.29
49 H 0.39
50 H 0.29
51 H 0.26
52 H 0.47
53 H 0.47
54 H -0.03
55 H 0.39
56 H 0.22
57 H 0.32
58 H 0.54
59 H 0.42
60 H 0.35
61 H 0.41
62 H 0.41
63 H 0.25
64 H 0.28
65 H 0.39
66 H 0.45
67 H 0.40
68 H 0.41
69 H 0.42
70 H 0.06
71 H 0.04

=====

- What is the ΔE to the lowest compared entry with this formula, charge and spin in the first record?
  490.72 kJ/mol

=====

- Which of these has the highest E_LUMO?
  C26H28MoN6O9S

=====

- Among the records above, which one has the lowest E_LUMO?
  C4H5NO

=====

- Look up the E_LUMO of the first one.
  -0.00299 hartree